1.
Density functional theory data (ωB97M-V/def2-TZVPD) for a 5-piece molecular cluster, C68H37BrO10 overall in a non-equilibrium geometry.

The geometry in XYZ format:
```
116
Properties=species:S:1:pos:R:3:forces:R:3:lowdin_charge:R:1
C -2.605 -3.739 -4.927 2.1 1.3 6.5 0.082
C -2.277 -3.391 -3.688 -0.3 -3.0 -4.7 -0.084
C -1.598 -3.431 -2.218 0.9 0.3 1.4 -0.142
C -0.138 -2.786 -2.069 -1.5 -1.6 2.7 -0.002
C 0.635 -2.812 -0.678 -4.1 -1.7 -0.6 0.021
C -0.094 -3.490 0.555 -1.3 0.0 -2.5 -0.049
C -1.536 -4.127 0.401 0.7 0.8 -2.1 -0.028
C -2.331 -4.118 -0.973 4.1 2.0 0.0 0.063
C -2.199 -4.851 1.705 -1.8 -0.2 0.0 -0.253
O -3.455 -5.018 1.860 5.8 0.6 -0.8 0.027
C -1.111 -5.399 2.792 2.3 1.3 0.0 -0.009
C 0.203 -4.795 2.949 -3.4 -1.0 -1.3 -0.494
Br 1.507 -5.456 4.332 -1.6 1.0 -1.8 0.645
C 0.619 -3.556 1.988 1.9 1.6 1.1 -0.296
O 1.477 -2.704 2.383 -3.5 -3.6 -1.9 0.008
H -2.793 -4.172 -5.988 0.2 1.3 2.5 0.062
H 0.342 -2.312 -3.017 -1.0 -0.9 2.0 0.116
H 1.688 -2.368 -0.578 -1.9 -0.8 -0.1 0.113
H -3.370 -4.576 -1.126 1.9 0.8 0.5 0.116
H -1.457 -6.299 3.433 0.6 1.9 -1.1 0.127
C -1.774 0.235 0.379 0.0 0.1 -0.2 -0.047
C -2.864 0.980 0.826 0.0 0.1 -0.2 -0.047
C -3.359 2.025 0.050 0.0 -0.2 0.2 0.006
C -2.755 2.336 -1.170 0.1 -0.3 0.3 -0.086
C -1.649 1.606 -1.605 -0.1 -0.2 0.3 -0.083
C -1.166 0.547 -0.833 -0.1 -0.1 0.2 0.003
C -0.969 1.957 -2.871 0.8 -0.6 -0.3 -0.278
O -0.003 1.316 -3.254 -0.3 0.2 0.1 0.093
C -1.473 3.101 -3.663 0.0 0.3 -0.3 -0.084
C -0.807 3.480 -4.831 0.0 0.2 -0.2 0.003
C -1.282 4.546 -5.589 0.0 -0.2 0.2 -0.059
C -2.427 5.232 -5.189 0.0 -0.1 0.2 -0.059
C -3.090 4.861 -4.022 0.1 0.1 -0.2 0.003
C -2.608 3.800 -3.252 0.1 0.2 -0.4 -0.084
C -3.298 3.436 -1.996 -0.9 0.5 0.4 -0.279
O -4.299 4.039 -1.642 0.4 -0.2 -0.1 0.100
H -1.394 -0.586 0.980 0.0 0.1 -0.1 0.101
H -3.331 0.744 1.778 0.1 0.0 -0.1 0.111
H -4.212 2.598 0.401 0.1 0.0 -0.2 0.121
H -0.313 -0.034 -1.172 -0.1 0.2 -0.1 0.098
H 0.084 2.948 -5.151 -0.2 0.0 0.2 0.120
H -0.760 4.843 -6.494 -0.1 -0.1 0.1 0.107
H -2.802 6.060 -5.784 0.0 -0.1 0.1 0.107
H -3.979 5.403 -3.713 0.1 -0.2 0.1 0.121
C -1.185 6.187 6.484 0.2 -0.1 -0.1 -0.059
C -2.190 5.283 6.148 0.2 -0.2 -0.1 -0.058
C -1.862 4.052 5.589 -0.1 0.2 0.1 0.003
C -0.525 3.725 5.354 -0.2 0.4 0.1 -0.084
C 0.480 4.640 5.668 -0.4 0.2 0.1 -0.084
C 0.149 5.868 6.245 -0.2 0.1 0.1 0.003
C 1.897 4.326 5.378 0.8 0.6 0.2 -0.278
O 2.778 5.125 5.656 -0.2 -0.2 0.0 0.092
C 2.229 3.035 4.738 0.3 -0.3 -0.2 -0.083
C 3.556 2.749 4.406 0.1 -0.2 -0.1 -0.002
C 3.880 1.530 3.816 -0.1 0.2 0.1 -0.044
C 2.883 0.590 3.564 -0.2 0.1 0.1 -0.043
C 1.560 0.873 3.889 0.2 -0.1 -0.1 0.010
C 1.229 2.101 4.468 0.3 -0.2 -0.1 -0.084
C -0.185 2.406 4.776 -0.7 -0.8 -0.2 -0.279
O -1.060 1.585 4.552 0.3 0.3 0.1 0.094
H -1.441 7.144 6.929 0.0 -0.1 -0.1 0.107
H -3.231 5.538 6.323 0.1 0.0 0.0 0.108
H -2.651 3.349 5.334 0.3 0.0 0.0 0.121
H 0.928 6.580 6.504 0.0 -0.2 -0.1 0.120
H 4.339 3.476 4.602 -0.3 0.0 0.0 0.106
H 4.912 1.313 3.554 -0.1 0.0 0.1 0.104
H 3.136 -0.364 3.111 -0.1 0.1 0.1 0.104
H 0.787 0.137 3.686 0.0 0.2 0.1 0.116
C 12.635 0.825 4.862 -0.2 0.1 0.1 -0.058
C 11.674 0.125 4.135 -0.2 0.1 0.1 -0.058
C 10.329 0.466 4.248 0.2 -0.1 -0.1 0.003
C 9.940 1.503 5.099 0.4 -0.2 -0.1 -0.085
C 10.900 2.187 5.845 0.3 -0.3 -0.2 -0.084
C 12.250 1.854 5.717 0.1 -0.2 -0.1 0.004
C 10.496 3.254 6.788 0.7 0.6 0.6 -0.280
O 11.335 3.856 7.438 -0.3 -0.2 -0.2 0.101
C 9.059 3.574 6.936 -0.4 0.2 0.2 -0.085
C 8.658 4.539 7.864 -0.2 0.1 0.1 0.005
C 7.309 4.856 8.000 0.2 -0.1 -0.1 -0.051
C 6.358 4.218 7.205 0.1 -0.1 -0.1 -0.043
C 6.754 3.253 6.285 -0.1 0.2 0.2 0.009
C 8.105 2.923 6.156 -0.3 0.3 0.2 -0.081
C 8.511 1.870 5.199 -0.8 -0.5 -0.6 -0.275
O 7.678 1.308 4.505 0.3 0.2 0.2 0.093
H 13.685 0.565 4.767 -0.1 0.0 0.0 0.107
H 11.973 -0.686 3.478 -0.1 0.1 0.1 0.107
H 9.585 -0.080 3.675 0.0 0.2 0.2 0.121
H 13.004 2.392 6.284 -0.3 0.0 0.0 0.121
H 9.393 5.043 8.485 0.0 -0.2 -0.2 0.121
H 6.998 5.602 8.725 0.1 -0.1 -0.1 0.109
H 5.306 4.470 7.307 0.1 0.0 -0.1 0.106
H 6.008 2.756 5.672 0.3 0.0 0.1 0.092
C -7.603 -2.538 -11.036 -0.1 -0.2 0.1 -0.056
C -6.248 -2.532 -10.711 0.0 -0.2 0.2 -0.057
C -5.744 -3.463 -9.808 0.0 0.2 -0.2 0.003
C -6.598 -4.396 -9.216 0.0 0.3 -0.3 -0.086
C -7.959 -4.386 -9.523 0.1 0.3 -0.3 -0.084
C -8.459 -3.462 -10.444 0.1 0.2 -0.1 0.005
C -8.882 -5.338 -8.866 -1.1 0.0 -0.3 -0.279
O -10.072 -5.332 -9.136 0.4 0.0 0.1 0.103
C -8.343 -6.290 -7.870 0.0 -0.3 0.3 -0.084
C -9.211 -7.154 -7.200 0.0 -0.2 0.2 0.005
C -8.711 -8.063 -6.271 0.0 0.2 -0.2 -0.056
C -7.342 -8.117 -6.015 0.1 0.2 -0.2 -0.057
C -6.474 -7.253 -6.677 -0.1 -0.2 0.2 0.003
C -6.976 -6.331 -7.599 -0.1 -0.3 0.3 -0.085
C -6.050 -5.393 -8.271 1.0 0.0 0.2 -0.278
O -4.851 -5.437 -8.044 -0.3 0.0 0.0 0.085
H -7.995 -1.817 -11.748 0.0 -0.1 0.1 0.108
H -5.584 -1.803 -11.164 -0.1 -0.1 0.1 0.108
H -4.686 -3.456 -9.563 -0.2 -0.1 0.0 0.120
H -9.515 -3.458 -10.697 0.2 -0.1 0.2 0.122
H -10.279 -7.120 -7.396 0.2 0.1 -0.1 0.122
H -9.388 -8.730 -5.747 0.1 0.1 -0.1 0.108
H -6.951 -8.830 -5.296 0.0 0.1 -0.1 0.108
H -5.409 -7.297 -6.470 -0.2 0.1 -0.1 0.120
```
Positions in Å, forces in eV/Å.

- E_HOMO (eV) = -9.1738
- charge = 0
- SMILES string = C#Cc1ccc2c(c1)C(=O)C=C(Br)C2=O.O=C1c2ccccc2C(=O)c2ccccc21.O=C1c2ccccc2C(=O)c2ccccc21.O=C1c2ccccc2C(=O)c2ccccc21.O=C1c2ccccc2C(=O)c2ccccc21
- orbital gap (eV) = 7.25
- electronic energy (a.u.) = -5939.63794

***

2.
Density functional theory data (ωB97M-V/def2-TZVPD) for one molecule with the formula C6H12O.

The geometry in XYZ format:
```
19
Properties=species:S:1:pos:R:3:forces:R:3:lowdin_charge:R:1
C -1.180 -1.475 0.477 0.0 0.0 0.0 -0.074
C -0.530 -0.350 -0.335 0.0 0.1 0.0 -0.418
C -0.348 -0.759 -1.796 0.0 0.0 -0.1 -0.073
C 0.780 0.065 0.308 -0.1 -0.1 0.0 -0.229
C 1.483 1.334 -0.102 0.1 0.1 -0.1 -0.056
C 0.817 1.258 1.230 0.3 -0.2 0.1 -0.337
O -0.334 2.041 1.374 -0.2 -0.1 0.2 -0.018
H -1.291 -1.194 1.533 0.0 0.0 -0.2 0.076
H -2.172 -1.732 0.086 0.2 0.0 0.1 0.078
H -0.561 -2.382 0.444 -0.1 0.1 0.0 0.082
H -1.195 0.524 -0.310 0.1 -0.1 0.0 0.134
H -1.309 -1.027 -2.251 0.2 0.0 0.1 0.078
H 0.319 -1.626 -1.882 -0.1 0.1 0.0 0.082
H 0.091 0.059 -2.379 -0.1 -0.1 0.1 0.075
H 1.422 -0.769 0.596 -0.1 0.1 -0.1 0.143
H 2.568 1.349 -0.147 -0.2 0.0 0.0 0.104
H 0.982 1.958 -0.837 0.0 -0.1 0.1 0.116
H 1.442 1.204 2.122 -0.1 0.0 -0.2 0.141
H -0.983 1.521 1.868 0.1 0.2 -0.1 0.097
```
Positions in Å, forces in eV/Å.

- E_HOMO (eV) = -9.7367
- energy above the lowest of the compared OMol25 structures with the same formula, charge and spin (kcal/mol) = 25.8
- charge = 0
- SMILES string = CC(C)[C@H]1C[C@H]1O
- orbital gap (eV) = 10.70
- electronic energy (a.u.) = -311.01814

***

3.
Density functional theory data (ωB97M-V/def2-TZVPD) for one molecule with the formula C5H7BrO in a non-equilibrium geometry.

The geometry in XYZ format:
```
14
Properties=species:S:1:pos:R:3:forces:R:3:lowdin_charge:R:1
C -0.057 0.249 1.182 1.8 -0.8 -2.0 -0.081
C 0.976 -0.608 1.106 0.1 -0.7 -2.7 -0.105
C -0.659 1.005 0.025 0.6 -5.2 0.8 -0.275
C -1.415 0.076 -0.871 -1.8 -1.8 0.1 -0.494
C 1.654 -0.914 -0.173 -0.1 1.5 -0.9 -0.096
O 2.360 -2.018 -0.213 -0.2 -0.3 2.1 0.020
Br -3.129 -0.449 0.082 0.2 0.3 -0.1 0.530
H -0.290 0.424 2.146 -1.5 1.0 3.0 0.071
H 1.456 -1.031 1.936 0.2 -0.6 1.6 0.082
H -1.198 1.783 0.320 -2.5 3.2 1.3 0.065
H 0.167 1.310 -0.464 2.8 1.3 -2.2 0.074
H -1.075 -0.986 -1.024 0.5 1.7 0.0 0.061
H -1.805 0.504 -1.785 0.3 0.1 -0.2 0.051
H 3.044 -2.009 -0.884 -0.4 0.2 -0.7 0.098
```
Positions in Å, forces in eV/Å.

- E_HOMO (eV) = -8.0813
- energy above the lowest of the compared OMol25 structures with the same formula, charge and spin (kcal/mol) = 70.3
- charge = 0
- orbital gap (eV) = 8.05
- electronic energy (a.u.) = -2843.82681

***

4.
Density functional theory data (ωB97M-V/def2-TZVPD) for C20H43GdN2P3S2 as an isolated structure in a non-equilibrium geometry.

The geometry in XYZ format:
```
71
Properties=species:S:1:pos:R:3:forces:R:3:lowdin_charge:R:1
Gd 0.450 -0.691 -0.360 0.9 0.8 0.6 0.672
P 2.073 1.211 1.004 1.0 0.9 0.5 0.707
P -1.375 0.292 1.822 -1.2 0.2 1.2 0.734
P -1.088 1.707 -1.332 -1.2 0.7 -1.0 0.722
H 0.580 -4.977 -7.211 0.1 0.3 -0.4 0.062
C 0.741 -4.010 -7.697 0.3 -0.1 -0.4 -0.076
C 1.971 -3.480 -7.697 -0.4 -0.2 -0.4 -0.031
H 2.784 -4.023 -7.211 -0.1 0.3 -0.1 0.067
C 3.505 0.322 1.750 -0.1 -0.4 -0.2 -0.246
C 1.689 2.429 2.324 -0.4 -0.1 0.0 -0.245
C 2.903 2.301 -0.223 -0.2 -0.2 -0.3 -0.241
C -3.009 -0.542 1.657 0.2 -0.3 -0.5 -0.244
C -0.972 -0.204 3.544 0.5 -0.2 0.1 -0.261
C -1.983 1.983 2.224 0.3 0.4 -0.3 -0.254
C -0.803 2.044 -3.115 0.3 -0.2 -0.1 -0.276
C -0.895 3.414 -0.695 0.4 0.1 0.6 -0.238
C -2.925 1.538 -1.371 0.0 -0.3 0.1 -0.257
H -0.114 -3.585 -8.236 0.4 -0.1 0.2 0.082
H 2.230 -2.571 -8.246 -0.2 -0.3 0.3 0.075
H 3.551 -0.706 1.355 0.2 0.3 0.1 0.025
H 3.403 0.280 2.845 0.0 0.1 -0.3 0.058
H 4.428 0.858 1.488 -0.2 -0.2 0.2 0.070
H 1.270 1.920 3.208 0.2 0.3 -0.3 0.040
H 0.971 3.178 1.955 0.3 -0.2 0.2 0.043
H 2.626 2.940 2.603 -0.3 -0.2 -0.1 0.081
H 3.316 1.699 -1.048 0.0 0.3 0.2 0.049
H 3.716 2.836 0.294 -0.3 -0.2 -0.2 0.075
H 2.183 3.027 -0.633 0.3 -0.2 0.1 0.037
H -3.683 -0.245 2.477 0.3 -0.1 -0.3 0.080
H -2.857 -1.629 1.686 -0.2 0.2 0.0 0.053
H -3.467 -0.279 0.694 0.0 -0.1 0.3 0.031
H -1.656 0.273 4.259 0.1 -0.1 -0.3 0.072
H 0.051 0.099 3.790 -0.2 -0.1 0.1 0.028
H -1.045 -1.290 3.653 0.0 0.1 0.0 0.036
H -2.587 1.949 3.145 0.2 -0.1 -0.4 0.076
H -2.610 2.389 1.420 0.2 -0.1 0.3 0.033
H -1.130 2.654 2.395 -0.4 -0.1 0.0 0.031
H -1.504 2.814 -3.463 0.2 -0.2 0.2 0.072
H -0.934 1.136 -3.710 0.0 0.3 0.1 0.018
H 0.225 2.389 -3.270 -0.2 0.0 0.0 0.047
H -1.582 4.092 -1.230 0.3 -0.3 0.1 0.085
H 0.140 3.764 -0.832 -0.4 -0.1 -0.1 0.042
H -1.123 3.462 0.378 0.1 0.1 -0.4 0.014
H -3.338 2.191 -2.155 0.1 -0.2 0.3 0.071
H -3.385 1.785 -0.406 0.1 0.0 -0.3 0.034
H -3.170 0.494 -1.603 -0.1 0.3 -0.1 0.037
C 0.759 -1.594 -3.737 0.5 0.5 -0.2 -0.655
C -0.643 -1.687 -3.933 -0.9 -0.9 0.1 -0.086
C -1.146 -2.823 -4.562 -0.5 1.2 0.5 -0.005
C -0.278 -3.796 -5.070 -0.3 -0.3 -0.1 -0.005
C 1.105 -3.726 -4.835 0.8 0.9 0.0 -0.040
C 1.627 -2.555 -4.311 -0.1 -0.9 0.0 -0.079
S 1.531 -0.333 -2.849 -0.3 -0.3 0.4 0.650
H -1.169 -0.908 -1.268 -1.0 0.0 -0.7 0.005
H -1.314 -0.897 -3.560 0.4 -0.6 -0.2 0.085
H -2.230 -2.958 -4.661 0.5 0.2 -0.2 0.138
H -0.697 -4.548 -5.741 0.1 -0.1 0.7 0.122
H 1.771 -4.520 -5.169 -0.2 0.2 0.0 0.129
H 2.693 -2.330 -4.299 -0.2 -0.4 0.2 0.123
S 1.404 -3.027 0.583 0.0 0.0 0.0 0.575
C 1.019 -3.333 2.227 -0.6 -0.6 2.1 -0.762
N 0.278 -4.375 2.644 0.6 0.8 -1.1 0.056
C 0.193 -4.481 4.096 -0.8 -0.7 0.0 -0.099
C 1.067 -3.341 4.563 0.5 0.1 0.8 -0.115
N 1.428 -2.662 3.332 0.0 0.2 -1.6 0.045
H -0.163 -5.008 1.994 0.1 -0.1 0.0 0.159
H 0.546 -5.454 4.432 0.0 0.0 0.0 0.140
H -0.847 -4.379 4.415 0.1 0.0 0.0 0.134
H 1.961 -3.704 5.065 0.1 0.0 0.0 0.139
H 0.540 -2.693 5.256 0.0 0.2 0.0 0.126
H 2.044 -1.863 3.293 0.0 -0.3 -0.1 0.133
```
Positions in Å, forces in eV/Å.

- E_HOMO (alpha / beta) (eV) = -16.2070 / -15.9158
- energy above the lowest of the compared OMol25 structures with the same formula, charge and spin (kcal/mol) = 117.3
- charge = +3
- orbital gap (alpha / beta) (eV) = 4.57 / 4.05
- 2S+1 = 8
- electronic energy (a.u.) = -3482.30735

***

Question: Which value of electronic energy does entry 1 give?
Answer: -5939.63794 a.u.